Record 1
A 2-piece molecular cluster, CH3ClO2P overall. Source: the Open Molecules 2025 dataset; level of theory: ωB97M-V/def2-TZVPD.

Calculated values
Electronic energy: -991.93106 Eh
Total charge: -1
Relative energy (zero: lowest compared OMol25 entry of this formula, charge and spin): 442.19 kJ/mol
Gap between HOMO and LUMO (spin up / spin down): 5.6 / 6.5 eV
HOMO energy (spin up / spin down): -1.73 / -2.60 eV

Last column: natural (NBO) charge in e.
Positions of all 8 atoms, in Å:
C 0.327758 0.205866 0.283001  -0.3770
O 2.796741 2.795316 -0.635227  -1.1147
O 0.201577 -1.152471 -0.153589  -0.7698
P 1.420589 2.772600 -0.020170  1.0279
Cl 0.023092 3.183608 -1.496493  -0.4610
H -0.606388 0.479528 0.775734  0.1098
H -0.467619 -1.254713 -0.808611  0.4511
H 1.196635 0.343643 0.882269  0.1338

Atomic forces in eV per Å
C -0.4 0.9 -0.3
O -0.9 0.1 0.3
O 1.3 -0.1 0.5
P 0.9 -1.6 0.2
Cl -0.8 0.7 -1.1
H 0.1 0.4 0.2
H -0.6 0.4 -0.7
H 0.4 -0.7 0.8

Record 2
C13H15BN6O5Re as an isolated structure. Source: the Open Molecules 2025 dataset; level of theory: ωB97M-V/def2-TZVPD.

Calculated values
Electronic energy: -1311.79175 Eh
Total charge: +2
Gap between HOMO and LUMO (spin up / spin down): 7.1 / 7.4 eV
⟨S²⟩: 0.756
Multiplicity: 2
HOMO energy (spin up / spin down): -15.51 / -15.71 eV

Last column: natural (NBO) charge in e.
Positions of all 41 atoms, in Å:
Re 0.177663 -0.277804 -0.578622  1.6715
C -1.421966 3.003426 1.512878  -0.2990
C -1.106062 2.366857 0.342384  0.0203
N -0.546234 1.154179 0.608807  -0.3403
N -0.512487 1.034573 1.967490  -0.2838
C -1.022292 2.125056 2.517622  0.0982
B 0.053870 -0.252536 2.602690  0.5101
N -0.773421 -1.403600 2.040618  -0.3125
C -1.404288 -2.412739 2.639027  0.0778
C -1.883728 -3.278801 1.668488  -0.3078
C -1.492313 -2.725659 0.468236  0.0389
N -0.820611 -1.571747 0.691206  -0.3332
N 1.496015 -0.438771 2.057803  -0.2785
C 2.647136 -0.649772 2.663502  0.1167
C 3.647698 -0.868315 1.700964  -0.2962
C 3.013001 -0.765354 0.497674  0.0352
N 1.681259 -0.501886 0.702522  -0.3425
H -1.879617 3.968874 1.636081  0.2761
H -1.269004 2.681049 -0.672782  0.2328
H -1.076881 2.223521 3.589896  0.2619
H 0.041962 -0.195778 3.789788  0.0190
H -1.470876 -2.454674 3.714067  0.2550
H -2.437881 -4.188155 1.817439  0.2727
H -1.650456 -3.083701 -0.531976  0.2593
H 2.710415 -0.634466 3.740228  0.2627
H 4.689365 -1.067861 1.879693  0.2781
H 3.402661 -0.863383 -0.502161  0.2465
O 2.218320 2.007306 -3.511811  -0.5705
C 1.317610 1.467233 -2.765539  0.8440
O 1.583281 0.740387 -1.795983  -0.6399
C -0.095639 1.815033 -3.123891  -0.1916
O -0.974952 1.010622 -2.356107  -0.5314
C -1.792928 0.091402 -3.129746  -0.1851
C -1.162817 -1.282109 -3.055363  0.7372
O -1.230397 -2.127652 -3.876811  -0.4472
O -0.618734 -1.511197 -1.815465  -0.7128
H 3.124288 1.785804 -3.225682  0.5381
H -0.260312 2.869898 -2.882265  0.2613
H -0.244681 1.693732 -4.197969  0.2637
H -2.779175 0.093880 -2.665128  0.2543
H -1.876799 0.423117 -4.161820  0.2406

Atomic forces in eV per Å
Re -0.3 0.4 -0.2
C 0.0 0.1 0.0
C 0.0 -0.1 -0.1
N 0.0 0.4 0.3
N 0.1 0.1 -0.1
C 0.0 0.0 0.1
B 0.0 0.0 0.1
N 0.1 0.0 -0.1
C 0.0 0.0 0.0
C 0.0 -0.1 0.0
C 0.0 0.1 0.0
N -0.2 -0.2 -0.1
N -0.1 0.0 -0.2
C 0.1 0.0 0.0
C 0.0 0.0 0.1
C -0.3 0.0 -0.1
N 0.2 -0.1 0.0
H 0.0 0.0 0.0
H 0.0 0.0 0.0
H 0.0 0.0 0.0
H 0.0 0.0 0.0
H 0.0 0.0 0.0
H 0.0 0.0 0.0
H 0.0 0.0 0.0
H 0.0 0.0 0.0
H 0.0 0.0 0.0
H 0.0 0.0 0.0
O 0.0 0.0 0.1
C 0.1 0.1 0.0
O 0.0 0.1 -0.2
C 0.1 0.1 0.0
O 0.0 -0.3 0.3
C 0.1 0.1 -0.1
C -0.3 -0.2 0.6
O 0.1 0.1 -0.2
O 0.3 -0.2 -0.2
H 0.0 0.0 0.0
H 0.0 0.0 0.0
H 0.0 0.0 0.0
H 0.0 -0.1 0.0
H 0.0 0.0 0.0

Record 3
C30H46BrIrN3P2 as an isolated structure. Source: the Open Molecules 2025 dataset; level of theory: ωB97M-V/def2-TZVPD.

Calculated values
Electronic energy: -4694.44832 Eh
Total charge: +4
Relative energy (zero: lowest compared OMol25 entry of this formula, charge and spin): 9.42 kJ/mol
Gap between HOMO and LUMO (spin up / spin down): 6.3 / 4.3 eV
⟨S²⟩: 8.827
Multiplicity: 6
HOMO energy (spin up / spin down): -18.11 / -18.14 eV

Last column: Mulliken charge in e.
Positions of all 83 atoms, in Å:
N -7.009776 5.395243 -6.617709  0.0811
C -6.813283 5.991646 -5.436830  -0.3799
C -5.983363 5.430153 -4.453596  -0.3830
C -5.316358 4.210605 -4.715280  0.7406
C -5.584466 3.593025 -5.956709  -0.4156
C -6.407346 4.236787 -6.893239  -0.3784
C -4.383722 3.595790 -3.777583  -0.0869
Ir -0.325836 -0.111185 -0.031658  -0.1842
P 5.392164 -0.846943 -1.059541  0.1885
C -3.537220 2.595209 -4.149949  -0.7761
C -2.630396 2.013187 -3.226032  0.7039
C -1.366676 1.549890 -3.658626  -0.7376
C -0.402616 1.217392 -2.711250  -0.8760
C -0.796592 1.256417 -1.366734  0.8199
C -2.034933 1.779020 -0.913671  -0.5339
C -2.997243 2.066560 -1.866207  -0.7654
Br 2.082391 0.431979 -0.239551  -0.1458
H -4.346643 4.017095 -2.767868  0.4500
H -3.433445 2.278425 -5.188875  0.3332
H -5.872556 5.967803 -3.517431  0.4442
H -5.164448 2.623821 -6.201087  0.4178
H -7.343988 6.943258 -5.277280  0.4144
H -6.580012 3.772515 -7.872966  0.4107
H -1.161080 1.509868 -4.731219  0.4927
H -3.997033 2.376734 -1.534570  0.5717
H 0.602265 0.905114 -2.970182  0.6267
H -2.280008 1.882787 0.141507  0.4660
P -0.594481 -1.973393 -1.034948  1.2055
C 5.057068 0.913387 -0.794405  -0.1988
C 6.241688 1.773540 -1.254276  -1.4018
H 4.870639 1.091355 0.277217  0.5522
H 4.154966 1.154571 -1.378947  0.1749
H 6.120522 2.798076 -0.882194  0.3963
H 7.184353 1.369203 -0.866079  0.3912
H 6.301328 1.800455 -2.348623  0.3434
C 4.822962 -1.283203 -2.726267  0.2454
C 5.714790 -2.388503 -3.330172  -1.2236
H 4.902830 -0.365870 -3.336350  0.4225
H 3.766396 -1.589082 -2.648648  -0.2653
H 5.499560 -2.501659 -4.399041  0.3806
H 6.781075 -2.141971 -3.226837  0.3894
H 5.549389 -3.356950 -2.842006  0.3410
C 4.693173 -1.987087 0.147747  0.1822
C 5.572958 -2.053134 1.412976  -1.3092
H 4.639566 -2.986736 -0.318421  0.3687
H 3.683400 -1.599810 0.352685  -0.0581
H 5.136742 -2.738909 2.151216  0.3712
H 6.585722 -2.409195 1.180853  0.3966
H 5.664411 -1.062011 1.874632  0.3517
C -0.359901 -3.380801 0.131241  -0.6622
C -1.483777 -4.411305 0.210300  -1.2819
H -0.158632 -2.940590 1.120620  0.4038
H 0.573206 -3.863989 -0.189167  0.5272
H -2.398607 -4.005824 0.659076  0.2812
H -1.732229 -4.827939 -0.773985  0.3206
H -1.155592 -5.245445 0.843413  0.4264
C 0.620046 -2.254416 -2.367122  0.1454
C 0.048365 -2.381619 -3.778532  -1.4280
H 1.160355 -3.170158 -2.077653  0.6598
H 1.337527 -1.422349 -2.296585  -0.4561
H -0.614810 -3.251516 -3.864596  0.4011
H -0.504396 -1.486037 -4.081928  0.2324
H 0.877260 -2.518933 -4.482780  0.4290
C -2.295929 -2.039525 -1.708055  -0.8568
C -3.310972 -1.555152 -0.676185  -1.1227
H -2.489301 -3.078114 -2.008972  0.7400
H -2.329270 -1.423548 -2.619115  0.3760
H -4.107450 -0.982085 -1.168792  0.2994
H -3.771555 -2.398164 -0.143821  0.3869
H -2.854874 -0.882288 0.070894  0.2294
N -1.002991 -0.316251 2.893043  -0.1608
C -0.742208 1.002613 2.741258  0.9438
C -0.781517 1.937542 3.803427  -0.8578
C -0.440162 3.254335 3.554633  -0.3633
C -0.081629 3.621487 2.252649  -0.9455
C -0.070255 2.671740 1.246819  -0.0728
N -0.393696 1.385777 1.493651  -0.0240
H -0.961471 -0.938612 2.073122  -0.1831
H -1.233123 -0.703609 3.794219  0.2383
H -1.005865 1.555545 4.794958  0.4251
H -0.427889 3.993264 4.353131  0.4581
H 0.221544 4.632049 1.997440  0.4445
H 0.193458 2.911948 0.214720  0.4924

Atomic forces in eV per Å
N 2.6 -1.8 3.0
C -1.1 1.3 -0.5
C 0.1 -0.6 -0.7
C -0.8 0.5 -1.0
C -0.4 1.0 0.3
C -0.6 -0.5 -1.5
C 0.1 -0.2 -0.1
Ir 3.4 4.4 2.3
P -0.8 0.1 -0.6
C -0.4 0.4 -0.6
C -0.3 0.3 0.3
C 0.9 -0.1 0.5
C -0.6 0.5 -0.9
C -1.3 -1.9 0.9
C -1.4 0.7 -1.1
C 1.0 0.1 1.5
Br -0.6 -0.3 0.2
H -0.1 -0.2 -0.4
H -0.1 0.2 0.2
H -0.1 0.0 -0.2
H -0.2 0.2 -0.3
H 0.3 -0.4 0.0
H 0.0 0.3 0.3
H 0.1 0.0 0.4
H 0.5 -0.3 -0.3
H -0.1 -0.1 -0.1
H 0.1 -0.1 -0.3
P -1.8 -3.4 -2.6
C 0.4 0.3 0.4
C 0.3 0.1 -0.2
H 0.0 -0.2 -0.3
H 0.4 -0.1 0.2
H 0.1 -0.3 -0.2
H -0.2 0.3 -0.1
H 0.1 0.0 0.2
C 0.7 0.1 -0.3
C 0.0 -0.2 -0.1
H -0.1 -0.3 0.2
H 0.3 0.1 0.0
H 0.0 0.0 0.3
H -0.3 0.0 -0.1
H 0.0 0.2 -0.1
C 0.5 -0.4 0.4
C 0.0 0.1 0.2
H -0.1 0.4 0.0
H 0.2 -0.3 0.0
H 0.1 0.2 -0.2
H -0.3 0.1 0.0
H 0.0 -0.2 0.0
C 0.2 0.4 0.4
C -0.3 -0.2 0.0
H 0.0 -0.3 0.0
H -0.1 0.2 0.2
H 0.2 -0.1 -0.1
H 0.1 0.1 0.2
H -0.1 0.2 -0.2
C 0.6 0.1 -0.2
C 0.0 -0.1 -0.1
H -0.1 0.3 -0.2
H -0.2 -0.3 -0.1
H 0.2 0.2 0.0
H 0.1 -0.2 0.0
H -0.2 0.0 0.1
C 0.3 -0.5 -0.3
C -0.5 0.0 0.2
H -0.1 0.3 -0.1
H 0.2 -0.2 0.3
H 0.1 -0.2 0.2
H 0.1 0.4 -0.1
H -0.2 -0.1 -0.1
N -0.1 -0.4 -0.3
C 0.3 0.4 0.0
C 0.3 -0.2 -0.2
C -0.1 -0.7 0.2
C 0.3 -0.1 -1.2
C 0.0 1.0 0.7
N -0.7 -0.4 0.2
H -0.4 0.4 1.2
H 0.0 -0.1 -0.1
H -0.1 0.3 -0.1
H -0.1 -0.2 -0.1
H -0.1 -0.1 0.2
H 0.0 0.1 0.5

Question: Look up the total charge of the first one.
Answer: -1